Record 1
Below is C3H12BrN6O3 as an isolated structure, with properties calculated with ωB97M-V/def2-TZVPD.

XYZ file:
```
25
C3H12BrN6O3 | the OMol25 dataset | ωB97M-V/def2-TZVPD
Br 11.69 5.47 -1.94
C 9.18 7.17 -0.99
O 8.08 7.68 -0.73
N 9.28 6.14 -1.80
N 10.29 7.64 -0.52
H 10.21 5.95 -2.15
H 8.48 5.86 -2.35
H 11.13 7.10 -0.64
H 10.37 8.53 -0.04
C 11.61 5.26 -5.06
O 11.58 5.28 -6.29
N 10.59 5.10 -4.32
N 12.72 5.45 -4.35
H 9.68 5.06 -4.74
H 10.63 5.15 -3.31
H 12.59 5.50 -3.35
H 13.49 5.78 -4.91
C 12.45 7.61 0.12
O 12.63 8.51 0.92
N 12.77 7.59 -1.14
N 11.92 6.45 0.47
H 13.32 8.37 -1.48
H 12.46 6.77 -1.65
H 11.85 5.69 -0.19
H 11.80 6.21 1.44
```

* net charge: -1
* energy above the lowest of the compared OMol25 structures with the same formula, charge and spin: 250.7 kcal/mol

=====

Record 2
Below is C29H14Cl4F3N2O5Sc as an isolated structure, with properties calculated with ωB97M-V/def2-TZVPD.

XYZ file:
```
58
C29H14Cl4F3N2O5Sc | the OMol25 dataset | ωB97M-V/def2-TZVPD
Sc 0.37 -0.28 -1.76
O -1.42 3.31 0.24
C -0.79 3.20 1.41
C -1.32 3.90 2.50
C -0.75 3.78 3.75
C 0.38 2.98 3.94
C 0.91 2.31 2.86
C 0.36 2.41 1.59
C 0.93 1.63 0.45
O 0.29 1.67 -0.68
N 2.01 0.94 0.65
N 2.28 0.26 -0.54
C 3.49 0.07 -0.87
C 3.83 -0.39 -2.21
C 5.10 -0.93 -2.46
C 5.50 -1.28 -3.73
C 4.62 -1.08 -4.79
C 3.37 -0.53 -4.58
C 2.93 -0.17 -3.29
O 1.75 0.35 -3.12
H -1.05 2.58 -0.33
H -2.21 4.49 2.34
H -1.20 4.30 4.59
H 0.82 2.88 4.93
H 1.78 1.67 2.97
H 4.29 0.34 -0.17
H 5.77 -1.06 -1.62
H 6.48 -1.72 -3.90
H 4.91 -1.37 -5.80
H 2.67 -0.39 -5.40
Cl 0.56 -6.80 -4.03
C 0.59 -5.39 -3.01
C 0.89 -5.50 -1.67
Cl 1.25 -7.06 -0.97
C 0.91 -4.35 -0.86
Cl 1.28 -4.46 0.84
C 0.63 -3.10 -1.38
O 0.64 -1.99 -0.68
C 0.32 -2.97 -2.77
O 0.08 -1.78 -3.21
C 0.31 -4.12 -3.55
Cl -0.06 -3.94 -5.25
F -6.12 2.64 4.41
C -5.07 1.81 4.59
F -4.21 2.46 5.41
F -5.54 0.77 5.33
C -4.44 1.37 3.31
C -3.27 0.61 3.36
C -2.66 0.21 2.19
C -3.20 0.56 0.94
C -4.37 1.32 0.91
C -4.98 1.73 2.09
C -2.52 0.19 -0.27
C -1.84 0.00 -1.26
H -2.83 0.35 4.31
H -1.75 -0.37 2.21
H -4.78 1.61 -0.05
H -5.88 2.32 2.05
```

* net charge: -2

=====

Record 3
Below is C34H51AlBBrF4N5O17V as an isolated structure, with properties calculated with ωB97M-V/def2-TZVPD.

XYZ file:
```
115
C34H51AlBBrF4N5O17V | the OMol25 dataset | ωB97M-V/def2-TZVPD
C 0.82 -1.34 -0.23
C 1.22 -0.86 -1.42
C 0.93 0.55 -1.92
C 2.10 0.87 -2.75
N 3.11 1.17 -3.25
C 0.80 1.55 -0.76
C 2.08 1.65 0.08
C 2.22 1.04 1.42
N 3.09 2.34 -0.34
C -0.37 0.64 -2.89
F 0.01 1.02 -4.14
C -0.97 -0.71 -2.96
N -1.30 -1.79 -3.17
O -1.29 1.58 -2.46
C -2.65 1.15 -2.52
O -3.23 1.12 -3.54
C -3.23 0.81 -1.20
C -2.93 1.65 -0.15
C -3.42 1.38 1.09
C -4.19 0.26 1.28
C -4.49 -0.55 0.23
C -4.01 -0.29 -1.03
H 1.56 -1.66 0.50
H -0.23 -1.43 0.04
H 1.83 -1.49 -2.09
H 0.60 2.54 -1.17
H 0.00 1.21 -0.12
H 1.75 1.71 2.16
H 1.69 0.09 1.52
H 3.26 0.97 1.70
H 2.89 2.76 -1.26
H -2.32 2.52 -0.32
H -3.19 2.04 1.90
H -4.57 0.02 2.26
H -5.11 -1.42 0.36
H -4.24 -0.95 -1.85
O -3.65 -6.12 -3.78
V -3.84 -4.60 -3.12
O -4.33 -3.19 -2.36
C -1.65 7.09 -4.10
C -1.50 5.63 -3.69
C -1.08 5.43 -2.23
O 0.29 5.70 -1.95
C 0.60 7.07 -1.77
N -0.57 4.97 -4.62
H -0.69 7.58 -4.26
H -2.21 7.16 -5.03
H -2.20 7.65 -3.34
H -2.47 5.15 -3.81
H -1.23 4.38 -1.98
H -1.73 6.01 -1.55
H -0.21 7.62 -1.29
H 0.86 7.54 -2.72
H 1.48 7.13 -1.13
H -0.55 3.98 -4.42
H 0.37 5.29 -4.39
Br 2.56 -0.14 -4.91
C -7.48 -1.24 -5.93
C -7.02 -2.68 -6.04
O -7.95 -3.58 -5.42
C -9.04 -3.86 -6.14
O -9.28 -3.43 -7.24
O -9.80 -4.68 -5.43
C -11.05 -5.00 -6.05
H -7.68 -0.98 -4.89
H -6.71 -0.56 -6.31
H -8.39 -1.08 -6.49
H -6.08 -2.81 -5.49
H -6.84 -2.96 -7.07
H -10.90 -5.38 -7.06
H -11.70 -4.13 -6.07
H -11.51 -5.78 -5.44
Al 1.92 3.97 0.89
B -2.40 1.02 6.45
O -1.30 0.13 5.96
C -0.64 0.75 5.01
O 0.30 0.32 4.39
C -1.28 2.13 4.80
O -0.91 2.93 3.97
O -2.28 2.27 5.62
F -2.23 1.31 7.78
F -3.63 0.43 6.22
C 4.88 -3.75 0.83
N 3.65 -2.96 1.12
O 3.71 -1.76 0.93
O 2.69 -3.56 1.53
H 5.64 -3.08 0.47
H 5.18 -4.22 1.76
H 4.63 -4.50 0.08
C 6.68 -5.30 6.65
C 7.17 -3.87 6.46
C 6.10 -2.82 6.76
C 4.86 -2.88 5.87
C 5.15 -2.74 4.37
C 5.76 -1.40 3.97
H 5.86 -5.54 5.98
H 7.49 -6.01 6.45
H 6.35 -5.47 7.67
H 7.54 -3.74 5.44
H 8.02 -3.69 7.12
H 6.54 -1.83 6.70
H 5.77 -2.94 7.80
H 4.17 -2.09 6.17
H 4.33 -3.82 6.04
H 4.20 -2.85 3.83
H 5.80 -3.56 4.04
H 5.11 -0.58 4.25
H 5.91 -1.36 2.89
H 6.73 -1.24 4.44
F 2.32 -2.32 -4.04
C 6.74 1.99 3.65
O 7.71 1.23 3.86
O 7.05 3.26 3.24
O 5.55 1.70 3.79
H 8.02 3.20 3.23
```

=====

Record 4
Below is one molecule with the formula C25H23NO5, with properties calculated with ωB97M-V/def2-TZVPD.

XYZ file:
```
54
C25H23NO5 | the OMol25 dataset | ωB97M-V/def2-TZVPD
C -0.98 -5.93 -1.76
C -0.87 -4.48 -1.31
O -1.68 -4.33 -0.16
C -1.72 -3.12 0.46
C -2.49 -3.06 1.63
C -2.59 -1.88 2.33
C -1.93 -0.74 1.89
C -1.16 -0.80 0.74
C -0.46 0.44 0.22
C 1.02 0.23 0.03
C 1.86 -0.16 1.17
O 1.40 -0.69 2.16
C 3.28 0.15 1.07
C 4.33 -0.30 1.85
C 5.49 0.31 1.34
C 5.08 1.10 0.30
C 5.85 1.99 -0.62
O 3.76 1.01 0.13
C 1.31 0.35 -1.28
O 2.42 0.17 -1.99
C 0.06 0.69 -2.03
O 0.01 0.86 -3.23
N -0.92 0.76 -1.12
C -2.31 1.05 -1.41
C -2.79 2.22 -0.60
C -3.71 2.05 0.42
C -4.12 3.13 1.19
C -3.60 4.39 0.94
C -2.67 4.56 -0.07
C -2.26 3.48 -0.84
C -1.06 -1.98 0.03
H -0.37 -6.09 -2.65
H -0.63 -6.59 -0.97
H -2.01 -6.17 -1.99
H 0.17 -4.23 -1.08
H -1.22 -3.81 -2.11
H -2.99 -3.96 1.95
H -3.18 -1.85 3.23
H -2.01 0.18 2.45
H -0.66 1.27 0.90
H 4.25 -0.98 2.67
H 6.49 0.19 1.70
H 5.71 1.67 -1.65
H 6.90 1.95 -0.37
H 5.49 3.01 -0.53
H 2.19 0.34 -2.92
H -2.36 1.26 -2.48
H -2.91 0.16 -1.18
H -4.12 1.07 0.62
H -4.84 2.99 1.97
H -3.91 5.23 1.54
H -2.25 5.54 -0.27
H -1.54 3.61 -1.63
H -0.45 -1.99 -0.87
```

* energy above the lowest of the compared OMol25 structures with the same formula, charge and spin: 44.6 kcal/mol
* SMILES: CCOc1cccc([C@H]2C(C(=O)c3ccc(C)o3)=C(O)C(=O)N2Cc2ccccc2)c1

=====

Record 5
Below is a 3-piece molecular cluster, C17H39BClFN8O6P overall, with properties calculated with ωB97M-V/def2-TZVPD.

XYZ file:
```
74
C17H39BClFN8O6P | the OMol25 dataset | ωB97M-V/def2-TZVPD
N 6.57 2.06 2.08
P 5.02 2.15 2.16
O 4.68 3.70 2.67
O 4.46 1.10 3.32
N 4.21 1.77 0.66
C 4.84 1.07 -0.50
B 4.82 -0.53 -0.17
O 4.28 -0.99 1.05
O 5.36 -1.43 -1.11
C 2.93 2.12 0.51
N 2.10 1.96 -0.58
C 0.87 2.47 -0.38
Cl -0.48 2.55 -1.44
N 0.89 2.94 0.91
C -0.14 3.56 1.75
O -0.66 4.56 1.48
N -0.45 2.86 3.01
C -0.60 1.46 2.71
O -1.25 1.13 1.81
F 0.01 0.58 3.55
N 2.11 2.75 1.43
H 6.84 1.81 1.12
H 4.13 3.56 3.47
H 3.56 0.80 3.07
H 5.88 1.42 -0.69
H 4.28 1.19 -1.46
H 3.31 -1.09 0.98
H 6.29 -1.55 -0.81
H 0.37 2.96 3.63
H 2.28 3.04 2.39
C -3.45 -3.46 7.44
C -2.70 -2.83 6.27
N -2.52 -3.73 5.14
C -1.56 -3.24 4.17
C -1.90 -1.95 3.42
C -3.73 -4.32 4.59
C -4.83 -3.37 4.09
H -2.98 -4.40 7.75
H -3.46 -2.78 8.29
H -4.50 -3.67 7.18
H -1.72 -2.54 6.65
H -3.21 -1.90 5.98
H -1.36 -4.03 3.44
H -0.61 -3.09 4.69
H -2.67 -2.11 2.66
H -1.01 -1.59 2.89
H -2.22 -1.15 4.09
H -4.17 -4.97 5.35
H -3.46 -5.00 3.78
H -5.03 -2.56 4.80
H -5.76 -3.92 3.96
H -4.58 -2.93 3.12
C 0.92 0.27 -8.29
C 0.23 0.12 -6.93
N -0.28 1.37 -6.40
C -0.66 1.28 -5.00
C -1.82 0.35 -4.63
C -1.20 2.10 -7.25
C -2.47 1.39 -7.71
H 1.70 1.03 -8.25
H 1.38 -0.67 -8.58
H 0.21 0.55 -9.07
H 0.98 -0.28 -6.24
H -0.55 -0.65 -7.02
H -0.88 2.29 -4.62
H 0.23 0.96 -4.43
H -2.78 0.76 -4.92
H -1.85 0.22 -3.54
H -1.71 -0.64 -5.07
H -0.65 2.43 -8.14
H -1.48 3.04 -6.75
H -2.28 0.38 -8.07
H -2.92 1.94 -8.54
H -3.22 1.34 -6.92
```

* net charge: +1

=====

Record 6
Below is one molecule with the formula C25H26N6O5S, with properties calculated with ωB97M-V/def2-TZVPD.

XYZ file:
```
63
C25H26N6O5S | the OMol25 dataset | ωB97M-V/def2-TZVPD
C 7.75 1.62 -1.89
O 6.80 0.94 -1.08
C 5.58 0.79 -1.61
O 5.29 1.19 -2.71
C 4.65 0.08 -0.70
C 3.36 -0.19 -1.16
C 2.46 -0.85 -0.35
C 2.83 -1.26 0.92
C 1.84 -1.96 1.81
N 1.25 -1.02 2.73
N 1.98 -0.13 3.43
N 1.22 0.62 4.12
C -0.07 0.26 3.90
C -1.33 0.76 4.37
O -1.60 1.64 5.15
N -2.38 0.01 3.78
C -2.26 -1.01 2.89
C -3.54 -1.54 2.33
C -3.44 -2.96 1.75
C -2.62 -3.00 0.46
C -3.14 -1.98 -0.54
N -3.21 -0.66 0.03
S -1.75 0.20 0.02
O -0.63 -0.69 -0.13
O -1.77 1.10 1.14
C -1.90 1.14 -1.49
C -3.12 1.66 -1.87
C -3.20 2.42 -3.02
C -2.07 2.67 -3.79
C -2.16 3.51 -5.03
C -0.85 2.14 -3.39
C -0.76 1.38 -2.23
C -4.01 -0.57 1.22
N -1.12 -1.49 2.51
C -0.05 -0.82 3.00
C 4.12 -0.99 1.38
C 5.02 -0.32 0.58
H 7.39 2.62 -2.14
H 8.67 1.67 -1.31
H 7.91 1.07 -2.82
H 3.09 0.13 -2.15
H 1.45 -1.04 -0.69
H 2.33 -2.75 2.39
H 1.02 -2.37 1.22
H -3.30 0.35 4.02
H -4.30 -1.53 3.12
H -2.98 -3.62 2.50
H -4.45 -3.32 1.55
H -2.67 -4.00 0.03
H -1.59 -2.76 0.69
H -2.48 -1.93 -1.41
H -4.15 -2.25 -0.88
H -3.99 1.46 -1.27
H -4.16 2.82 -3.33
H -1.40 3.22 -5.75
H -3.14 3.42 -5.49
H -2.00 4.56 -4.77
H 0.04 2.33 -3.97
H 0.18 0.97 -1.90
H -3.97 0.46 1.56
H -5.05 -0.82 0.94
H 4.40 -1.28 2.38
H 6.02 -0.11 0.94
```

* energy above the lowest of the compared OMol25 structures with the same formula, charge and spin: 27.2 kcal/mol
* SMILES: COC(=O)c1ccc(Cn2nnc3c(=O)[nH]c([C@@H]4CCCN(S(=O)(=O)c5ccc(C)cc5)C4)nc32)cc1

=====

Table of E_HOMO (hartree), in record order: -0.195, -0.074, -0.306, -0.310, -0.361, -0.325